The molecule C3H3N3O2 at a distorted geometry, computed with ωB97M-V with the def2-TZVPD basis set.

Output
- HOMO-LUMO gap: 9.494 eV
- LUMO: -0.05 eV
- Energy relative to the best compared isomer or geometry (same formula, charge and spin): 92.1 kcal/mol
- Highest occupied orbital energy: -9.545 eV

ORCA input file:
```
! wB97M-V def2-TZVPD RIJCOSX def2/J DEFGRID3
* xyz 0 1
H 3.036 -1.064 -0.412
N 2.094 -1.131 0.001
C 1.623 0.044 0.019
N 0.305 0.161 0.387
N -0.365 1.273 0.139
C -1.606 0.892 -0.054
C -1.694 -0.579 0.009
O -2.645 -1.286 0.035
O -0.424 -0.936 0.261
H 2.058 1.016 -0.155
H -2.382 1.611 -0.230
*
```

Atom charges from the natural (NBO) analysis, given in e for atoms 1 to 5:
1 H 0.35
2 N -0.61
3 C 0.23
4 N 0.03
5 N -0.16



A cluster of 7 separate species, C33H47BrO21S in total at a distorted geometry, computed with ωB97M-V with the def2-TZVPD basis set.

Output
- HOMO-LUMO gap: 9.349 eV
- LUMO: 0.41 eV
- Highest occupied orbital energy: -8.942 eV

ORCA input file:
```
! wB97M-V def2-TZVPD RIJCOSX def2/J DEFGRID3
* xyz 0 1
C 1.130 4.430 0.246
C 1.321 3.744 -1.118
Br -0.202 3.961 -2.307
C 1.716 2.270 -1.050
O 0.574 1.401 -0.934
S 0.177 0.809 0.515
O 1.249 1.013 1.457
O -1.002 1.793 1.176
C -2.035 2.210 0.348
C -2.495 1.540 -0.773
C -3.528 2.048 -1.548
C -4.124 3.252 -1.195
C -3.689 3.900 -0.046
C -2.658 3.394 0.726
H 1.172 3.702 1.052
H 0.200 4.987 0.247
H 1.932 5.150 0.392
H 2.137 4.220 -1.652
H 2.149 2.042 -2.022
H 2.500 2.093 -0.319
H -2.028 0.616 -1.086
H -3.851 1.527 -2.435
H -4.906 3.657 -1.819
H -4.167 4.828 0.235
H -2.335 3.920 1.613
C 0.674 -1.366 3.837
C -0.056 -2.561 3.283
C 0.470 -3.898 3.747
O 0.109 -4.754 2.638
C 0.086 -3.981 1.538
O 0.022 -4.392 0.417
O 0.138 -2.672 1.858
H 0.460 -0.477 3.248
H 0.386 -1.185 4.873
H 1.752 -1.516 3.799
H -1.131 -2.467 3.461
H 0.011 -4.245 4.670
H 1.561 -3.920 3.854
C -0.952 -6.364 -1.821
C -2.447 -6.451 -1.987
C -3.170 -7.173 -0.876
O -4.337 -7.669 -1.548
C -4.006 -7.846 -2.853
O -4.672 -8.427 -3.645
O -2.810 -7.266 -3.122
H -0.476 -6.101 -2.767
H -0.697 -5.612 -1.072
H -0.537 -7.323 -1.509
H -2.869 -5.455 -2.150
H -3.450 -6.527 -0.048
H -2.604 -8.026 -0.495
C -4.959 6.985 3.945
C -3.808 6.168 4.476
C -2.678 6.968 5.082
O -1.554 6.102 4.876
C -1.817 5.356 3.776
O -1.021 4.683 3.208
O -3.117 5.488 3.411
H -5.579 6.384 3.280
H -5.577 7.354 4.763
H -4.600 7.839 3.368
H -4.172 5.409 5.173
H -2.813 7.178 6.140
H -2.492 7.903 4.548
C 3.463 -0.035 -6.218
C 2.712 0.889 -5.300
C 1.588 1.655 -5.964
O 1.497 2.827 -5.140
C 2.723 3.042 -4.611
O 3.046 4.032 -4.031
O 3.534 1.982 -4.826
H 4.422 -0.326 -5.787
H 2.851 -0.928 -6.381
H 3.677 0.452 -7.172
H 2.364 0.341 -4.421
H 0.641 1.123 -5.971
H 1.835 1.965 -6.982
C 7.264 -1.613 5.429
C 6.305 -2.202 4.425
C 5.255 -1.249 3.903
O 4.185 -2.145 3.566
C 4.292 -3.221 4.378
O 3.451 -4.055 4.501
O 5.475 -3.218 5.028
H 7.788 -2.404 5.964
H 7.996 -0.979 4.931
H 6.733 -1.016 6.171
H 6.855 -2.671 3.604
H 5.573 -0.684 3.031
H 4.895 -0.559 4.670
C -2.969 -1.394 -3.577
C -1.590 -1.963 -3.797
C -0.502 -1.349 -2.946
O 0.658 -1.544 -3.771
C 0.240 -1.567 -5.056
O 0.974 -1.499 -5.994
O -1.104 -1.659 -5.125
H -3.629 -1.663 -4.400
H -3.394 -1.771 -2.646
H -2.936 -0.305 -3.529
H -1.606 -3.051 -3.693
H -0.375 -1.835 -1.981
H -0.638 -0.274 -2.796
*
```

Atom charges from the Mulliken analysis, given in e for atoms 1 to 5:
1 C -1.25
2 C 0.21
3 Br -0.12
4 C -0.60
5 O 0.17